Record 1
ORCA calculation (ωB97M-V with the def2-TZVPD basis set) on a structure of composition C4H12N3Zn.

Last column: Löwdin charge in e.
Atoms and positions in Å:
C 2.4806 0.7490 1.9727  -0.35
Zn -0.6130 1.6011 -0.4154  0.08
N -0.0674 1.8842 -2.4208  -0.14
H 3.7699 0.3261 3.5028  -0.09
H 3.1801 0.5207 2.7452  -0.39
H 1.9267 -0.1586 1.7168  -0.02
H 1.7785 1.5151 2.3208  -0.02
H 3.0114 1.1242 1.0948  -0.02
H -0.8873 1.7753 -3.0255  0.02
H 0.6413 1.2101 -2.7277  0.02
H 0.3079 2.8274 -2.5656  0.01
N -2.1914 -0.6442 0.5128  0.00
C -2.4372 -1.9375 0.2858  -0.10
C -1.5738 -2.3425 -0.7222  -0.08
C -0.8025 -1.2382 -1.0684  -0.15
N -1.2031 -0.1763 -0.3103  -0.17
H -2.6258 -0.0635 1.2232  0.12
H -3.1911 -2.4835 0.8317  0.12
H -1.5016 -3.3232 -1.1575  0.09
H -0.0020 -1.1659 -1.7931  0.09

Properties
Electronic energy: -2102.958321 Eh
Net charge: -1
Orbital gap (spin up / spin down): 0.1053 / 0.1053 Eh
ΔE to the lowest compared entry with this formula, charge and spin: 1.630 eV
Spin multiplicity: 1

Record 2
ORCA calculation (ωB97M-V with the def2-TZVPD basis set) on a cluster of 2 separate species, C4H12N4 in total.

Last column: Löwdin charge in e.
Atoms and positions in Å:
C -0.6890 1.9356 0.0554  -0.49
C -0.6246 -2.3478 0.4026  -0.16
C 1.6739 -1.6662 0.1095  -0.16
N 0.2840 -1.2462 0.1682  -0.24
N -0.4577 3.0230 -0.8804  0.05
N 0.5474 1.6714 0.7639  0.03
C -1.2013 0.7685 -0.7064  -0.20
N -2.0173 0.1538 -1.2710  0.17
H -1.4617 2.1474 0.8224  0.15
H 0.5291 0.7301 1.1619  0.06
H 1.3142 1.6948 0.0944  0.07
H -1.3228 3.2945 -1.3382  0.08
H -0.0850 3.8247 -0.3821  0.08
H 0.0348 -0.7367 -0.8138  0.12
H -0.3258 -3.3074 -0.0349  0.07
H -1.6176 -2.1241 0.0085  0.06
H -0.7217 -2.4914 1.4835  0.08
H 1.9991 -1.9128 1.1293  0.08
H 1.8480 -2.5596 -0.5154  0.08
H 2.2939 -0.8515 -0.2572  0.07

Properties
Electronic energy: -378.574817 Eh
Net charge: 0
Orbital gap: 0.3633 Eh
ΔE to the lowest compared entry with this formula, charge and spin: 1.726 eV
Spin multiplicity: 1

Record 3
ORCA calculation (ωB97M-V with the def2-TZVPD basis set) on the molecule C4H12N4O.

Last column: Löwdin charge in e.
Atoms and positions in Å:
C 1.8861 0.1155 0.3602  -0.01
C 0.7300 -0.2629 -0.5191  -0.56
N -0.8175 1.1287 -1.8635  0.05
N 1.0977 -0.7931 -1.7291  0.12
N -0.3468 0.6477 -0.6149  -0.12
H -0.2952 1.9750 -2.0972  0.08
H -1.7970 1.4139 -1.7608  0.08
H 0.3893 -0.9101 -2.4438  0.09
H 2.0614 -0.9152 -2.0049  0.09
H 2.5074 0.8716 -0.1329  0.09
H 1.5456 0.4839 1.3284  0.07
H 2.5091 -0.7580 0.5709  0.08
C -1.5247 0.6056 1.5914  -0.04
C -1.2249 -0.1282 0.2994  -0.37
O 0.0657 -1.7123 1.6505  -0.05
N -0.2954 -1.1988 0.3714  -0.06
H 0.4946 -2.5616 1.4500  0.10
H -2.1587 -0.3756 -0.2287  0.13
H -0.6147 0.9040 2.1165  0.07
H -2.0996 -0.0367 2.2642  0.08
H -2.1123 1.5066 1.3919  0.08

Properties
Electronic energy: -453.739908 Eh
Net charge: 0
Orbital gap: 0.3078 Eh
ΔE to the lowest compared entry with this formula, charge and spin: 4.416 eV
Spin multiplicity: 1

Record 4
ORCA calculation (ωB97M-V with the def2-TZVPD basis set) on a cluster of 2 separate species, C4H12N4O2 in total.

Last column: Löwdin charge in e.
Atoms and positions in Å:
C 0.8048 2.0305 1.1181  -0.02
N 0.8672 -1.1274 0.1646  -0.08
C 0.7688 1.4391 -0.2634  -0.44
N 1.8063 -1.4778 -0.8180  0.01
O 1.7377 1.4927 -1.0103  0.06
H 1.1293 -1.0246 1.1433  0.14
H 1.7946 -0.7462 -1.5424  0.07
H 2.7604 -1.4354 -0.4541  0.09
H 0.9972 3.1025 1.0362  0.10
H 1.6109 1.5434 1.6749  0.08
H -0.1068 1.8880 1.6959  0.06
C -0.5220 -1.4185 -0.0797  -0.49
N -1.7318 1.7635 -0.0621  0.05
N -0.8395 -1.9523 -1.3103  0.08
C -1.3705 -1.5480 0.9555  0.01
O -0.6086 1.2731 -0.8350  -0.16
H -2.2332 0.8932 0.1460  0.07
H -2.3014 2.2214 -0.7755  0.09
H -1.0020 -1.2078 -1.9800  0.09
H -0.0698 -2.5803 -1.5504  0.09
H -1.1118 -1.2207 1.9544  0.05
H -2.3795 -1.9082 0.7921  0.05

Properties
Electronic energy: -528.980501 Eh
Net charge: 0
Orbital gap: 0.3131 Eh
ΔE to the lowest compared entry with this formula, charge and spin: 4.510 eV
Spin multiplicity: 1

Q: Which of these has the highest electronic energy?
A: C4H12N4